A molecular structure, C2H5N3OS2. Source: the Open Molecules 2025 dataset; level of theory: the ωB97M-V functional and the def2-TZVPD basis.

Computed properties:
DFT total energy = -30338.4616 eV
lowest unoccupied orbital energy = 0.36 eV
HOMO = -7.76 eV

Each line ends with the Löwdin charge.
Element x y z (Å)
C: -0.0919 0.6819 -0.4478  -0.656
C: -0.2949 -1.6877 1.1114  -0.833
H: 1.2540 3.1148 -1.4315  0.196
H: -1.0586 1.6867 -2.0397  0.176
H: 0.1777 -2.5435 1.4259  -0.004
H: -1.0220 -1.1200 1.8023  0.079
H: 0.3990 1.6049 1.1341  0.115
N: -0.4991 1.8633 -1.1213  -0.049
N: -0.7999 -0.3174 -0.9232  -0.293
N: 0.6081 0.8331 0.5573  -0.332
O: 0.2175 3.1139 -0.9796  -0.135
S: -0.8437 -1.8837 -0.3905  0.839
S: 1.1979 -0.5083 1.2264  0.898

A single C2H5N3S molecule. Source: the Open Molecules 2025 dataset; level of theory: the ωB97M-V functional and the def2-TZVPD basis.

Computed properties:
SMILES = [H]/N=C\N(S)/C=N\[H]
DFT total energy = -17458.8627 eV
lowest unoccupied orbital energy = 0.46 eV
HOMO = -9.65 eV

Each line ends with the Löwdin charge.
Element x y z (Å)
C: 1.1494 -0.5258 -0.2143  -0.431
C: -1.1768 -0.7328 -0.0352  -0.296
H: -0.2803 1.7124 1.1517  -0.104
H: 1.0455 -1.6848 -0.2945  0.141
H: 2.6540 0.8992 0.1877  0.064
H: -0.8557 -1.7545 0.1683  0.109
H: -2.3489 0.6469 -0.3585  -0.005
N: -0.0131 0.0943 -0.3780  -0.471
N: 2.3652 -0.1276 -0.0127  0.052
N: -2.3422 -0.3063 -0.0396  0.100
S: -0.1970 1.7790 -0.1750  0.843

A single C2H5N3S molecule. Source: the Open Molecules 2025 dataset; level of theory: the ωB97M-V functional and the def2-TZVPD basis.

Computed properties:
SMILES = C=NNC(N)=S
DFT total energy = -17456.4026 eV
lowest unoccupied orbital energy = -0.16 eV
HOMO = -8.47 eV

Each line ends with the Löwdin charge.
Element x y z (Å)
C: -1.3567 -0.1755 0.2160  -1.066
C: 1.8235 -0.0970 0.2076  -0.060
H: -1.3951 1.7326 -0.3059  -0.001
H: 0.2415 1.0598 -0.3098  0.087
H: -0.6405 -1.8434 -0.5432  0.222
H: 2.9157 -0.0681 -0.3583  0.119
H: 1.7194 0.6365 1.1963  0.132
N: -0.8154 1.0688 -0.0831  0.076
N: -0.4129 -1.0667 0.3257  -0.060
N: 0.8590 -0.8657 -0.3651  -0.075
S: -2.9384 -0.3812 0.0198  0.628

2 unconnected molecules or ions with the total composition C2H5N3S. Source: the Open Molecules 2025 dataset; level of theory: the ωB97M-V functional and the def2-TZVPD basis.

Computed properties:
DFT total energy = -17457.4120 eV
lowest unoccupied orbital energy (spin up / spin down) = -0.06 / -0.06 eV
HOMO (spin up / spin down) = -9.35 / -9.35 eV

Each line ends with the Löwdin charge.
Element x y z (Å)
C: -0.7430 1.0313 -0.1153  -0.288
C: -1.8950 0.0876 0.0492  -0.056
N: 0.0746 1.7106 -0.4941  0.122
N: 2.5360 0.7114 0.3880  -0.405
N: 1.2200 -1.3646 -0.3185  -0.403
S: 2.5538 -0.7581 -0.2696  0.769
H: 1.7719 1.1188 1.1453  0.064
H: -1.8331 -0.6744 0.7751  0.057
H: -2.0802 -0.1874 -0.9403  0.056
H: -2.7891 0.6660 0.3817  0.091
H: 1.1842 -2.3413 -0.6015  -0.006

A molecular structure, C2H5N3S. Source: the Open Molecules 2025 dataset; level of theory: the ωB97M-V functional and the def2-TZVPD basis.

Computed properties:
DFT total energy = -17456.5884 eV
lowest unoccupied orbital energy = 0.31 eV
HOMO = -9.14 eV

Each line ends with the Löwdin charge.
Element x y z (Å)
C: -0.5497 0.2700 -1.2682  -0.405
C: 1.4013 0.0633 0.1627  -0.321
H: -0.7690 -0.2501 1.9215  -0.032
H: 0.1691 0.3623 -2.2524  0.170
H: -2.6995 0.5836 -0.2930  0.141
H: 1.6422 0.8413 -0.5938  0.125
H: 1.5063 -0.7551 1.8175  -0.046
N: 0.0716 -0.2153 -0.2203  -0.506
N: -1.8975 0.6118 -1.2844  -0.037
N: 2.0179 -0.2863 1.1851  0.128
S: -0.8928 -1.2255 0.8254  0.783

A single C2H5N3S molecule. Source: the Open Molecules 2025 dataset; level of theory: the ωB97M-V functional and the def2-TZVPD basis.

Computed properties:
SMILES = N/N=C/C(N)=S
DFT total energy = -17457.6652 eV
lowest unoccupied orbital energy = -0.65 eV
HOMO = -8.26 eV

Each line ends with the Löwdin charge.
Element x y z (Å)
C: -0.0343 0.4406 0.4861  -0.226
C: -0.7446 -0.7729 0.7218  -0.874
H: 1.7349 1.4479 -1.6248  0.120
H: 2.1164 1.4564 0.2105  0.196
H: -0.0121 1.0507 1.5486  0.157
H: -1.4591 -2.3449 -0.3938  0.104
H: -0.8400 -0.9380 -1.3844  0.135
N: 1.3676 1.5912 -0.6572  -0.035
N: 0.4244 0.7680 -0.7041  -0.099
N: -1.1717 -1.3464 -0.4340  0.019
S: -1.3816 -1.3525 2.2315  0.503

Per-record ΔE to the lowest compared entry with this formula, charge and spin, kcal/mol: 110.8 51.9 108.6 85.3 104.3 79.5